Entry from OMol25: 2 unconnected molecules or ions with the total composition C3H10N at a distorted geometry (ωB97M-V with the def2-TZVPD basis set).

XYZ file:
```
14
Properties=species:S:1:pos:R:3
N 1.52985 1.96055 0.21052
H 1.69457 1.24244 -0.50064
H 0.93998 2.66906 -0.24961
H 2.42481 2.38064 0.46158
H 1.00326 1.71768 1.05284
C -0.62753 -1.15427 1.11562
C -1.12664 -0.99747 -0.29164
C -0.37803 -0.49928 -1.28610
H -1.30332 -0.68931 1.82821
H 0.42049 -0.87356 1.18904
H -0.70872 -2.23199 1.34635
H -2.15239 -1.30622 -0.45107
H -0.88208 -0.05169 -2.13645
H 0.70628 -0.56065 -1.30486
```

Calculated values
total charge	+1
ΔE to the lowest compared entry with this formula, charge and spin	37.91	kcal/mol



Entry from OMol25: 2 unconnected molecules or ions with the total composition C3H10N2 at a distorted geometry (ωB97M-V with the def2-TZVPD basis set).

XYZ file:
```
15
Properties=species:S:1:pos:R:3
C -2.21984 0.68047 -0.00398
N -2.36658 -0.73650 -0.00524
H -2.19145 1.10729 0.99781
H -3.11009 1.21510 -0.37885
H -1.33531 1.08308 -0.49308
H -2.65656 -1.25538 0.80376
H -2.50929 -1.21176 -0.87821
C 2.33441 0.79086 -0.75559
C 2.44074 -0.31435 0.01058
N 1.46078 -0.86890 0.77347
H 1.45243 1.40204 -0.87508
H 3.06910 0.90244 -1.54672
H 3.44792 -0.64445 0.23749
H 1.69333 -1.48095 1.53331
H 0.49040 -0.66900 0.58034
```

Calculated values
total charge	-1
ΔE to the lowest compared entry with this formula, charge and spin	33.60	kcal/mol
multiplicity	2



Entry from OMol25: 2 unconnected molecules or ions with the total composition C3H10N2 at a distorted geometry (ωB97M-V with the def2-TZVPD basis set).

XYZ file:
```
15
Properties=species:S:1:pos:R:3
C -2.36466 1.26621 -0.98037
N -3.18724 0.28568 -1.13221
H -2.39143 2.08326 -0.17965
H -1.34827 1.35083 -1.65502
H -2.68022 -0.42666 -1.74002
C 0.93086 -0.37334 -0.69347
N 1.51740 0.23887 0.56035
C 1.29833 -0.58026 1.80470
H 1.33431 0.07181 -1.55829
H -0.15520 -0.49134 -0.52882
H 1.14979 -1.41120 -0.77832
H 2.54086 0.23282 0.44462
H 0.93968 0.13079 2.52342
H 0.34280 -1.17266 1.68880
H 2.07299 -1.20480 2.22426
```

Calculated values
total charge	-1
ΔE to the lowest compared entry with this formula, charge and spin	57.56	kcal/mol
multiplicity	2



Entry from OMol25: a single C3H10N2 molecule at a distorted geometry (ωB97M-V with the def2-TZVPD basis set).

XYZ file:
```
15
Properties=species:S:1:pos:R:3
N -2.60728 -0.16079 -0.10724
C -1.23699 0.43134 0.12425
C 0.06394 -0.44126 0.16501
C 1.26642 0.50041 0.03838
N 2.49051 -0.31939 -0.23792
H -2.81457 -0.31629 -1.11790
H -2.62511 -1.06803 0.39491
H -1.39176 1.06078 0.99255
H -1.21283 1.18408 -0.62801
H 0.01866 -1.05248 -0.71474
H 0.07902 -1.13943 1.03298
H 1.28874 1.18733 0.96544
H 1.09904 1.15976 -0.87560
H 3.25324 0.37097 -0.15806
H 2.56274 -0.96836 0.55872
```

Calculated values
total charge	0
ΔE to the lowest compared entry with this formula, charge and spin	17.39	kcal/mol



Entry from OMol25: a single C3H10N2 molecule at a distorted geometry (ωB97M-V with the def2-TZVPD basis set).

XYZ file:
```
15
Properties=species:S:1:pos:R:3
N 0.97319 1.21620 1.70235
C -0.04096 0.53005 0.85761
C 0.64476 -0.58055 0.02689
C -0.18703 -1.19944 -1.08319
N -1.21831 -0.20570 -1.70929
H 1.55952 1.75421 1.13284
H 0.45236 1.90980 2.23847
H -0.67304 0.10246 1.65844
H -0.62317 1.17585 0.20737
H 0.99362 -1.36226 0.68493
H 1.55352 -0.06885 -0.40876
H 0.40052 -1.46496 -1.86366
H -0.68447 -2.15183 -0.72018
H -2.15924 -0.39891 -1.35858
H -0.99129 0.74392 -1.36524
```

Calculated values
total charge	0
ΔE to the lowest compared entry with this formula, charge and spin	22.19	kcal/mol



Entry from OMol25: a single C3H10N2 molecule at a distorted geometry (ωB97M-V with the def2-TZVPD basis set).

XYZ file:
```
15
Properties=species:S:1:pos:R:3
C 1.78078 -0.62993 0.10369
N 1.39175 0.82885 0.02488
C -0.05977 0.94337 0.29059
C -0.72160 -0.33692 0.00676
N -2.12412 0.03474 0.09637
H 1.53654 -1.00120 1.12187
H 0.96151 -1.20402 -0.45750
H 2.73425 -0.69845 -0.32861
H 1.53592 1.16375 -0.96765
H -0.27001 1.26957 1.35028
H -0.48011 1.79031 -0.34650
H -0.59119 -1.14009 0.75754
H -0.57850 -0.64523 -1.05941
H -2.67540 -0.78087 0.23740
H -2.44004 0.40613 -0.82970
```

Calculated values
total charge	0
ΔE to the lowest compared entry with this formula, charge and spin	42.68	kcal/mol



Entry from OMol25: a single C3H10N2 molecule at a distorted geometry (ωB97M-V with the def2-TZVPD basis set).

XYZ file:
```
15
Properties=species:S:1:pos:R:3
C -2.48102 -0.28414 -0.11328
N -1.19136 0.42017 -0.00358
C 0.02022 -0.22978 0.26086
C 1.27152 0.53505 -0.15508
N 2.46682 -0.40290 0.06673
H -3.01361 -0.55118 0.94900
H -3.16348 0.40309 -0.70613
H -2.49224 -1.09071 -0.83408
H -1.39912 1.25590 0.51814
H -0.01602 -0.57861 1.29153
H 0.01391 -1.16454 -0.36859
H 1.32400 1.41469 0.57268
H 1.21048 1.04479 -1.07485
H 3.29659 0.11770 -0.06336
H 2.44688 -1.09872 -0.68138
```

Calculated values
total charge	0
ΔE to the lowest compared entry with this formula, charge and spin	31.99	kcal/mol



Entry from OMol25: a single C3H10N2 molecule at a distorted geometry (ωB97M-V with the def2-TZVPD basis set).

XYZ file:
```
15
Properties=species:S:1:pos:R:3
C -0.45594 1.48424 -0.64519
C 0.15877 0.12018 -0.46371
N -0.79554 -0.87198 -0.93293
C 0.43269 -0.11940 0.99965
N 1.01674 -1.38634 1.28757
H 0.11048 2.34146 -0.30602
H -0.86156 1.73022 -1.62441
H -1.39605 1.53029 -0.07477
H 1.02201 0.02878 -1.13075
H -0.50516 -1.53933 -1.61782
H -1.68146 -0.50830 -1.24926
H -0.46166 0.15928 1.58721
H 1.04946 0.71877 1.36557
H 1.48279 -1.54072 2.15890
H 0.88445 -2.14717 0.64596
```

Calculated values
total charge	0
ΔE to the lowest compared entry with this formula, charge and spin	14.96	kcal/mol



Entry from OMol25: 2 unconnected molecules or ions with the total composition C3H10N2 at a distorted geometry (ωB97M-V with the def2-TZVPD basis set).

XYZ file:
```
15
Properties=species:S:1:pos:R:3
C 1.54125 3.52687 0.72597
C 2.52654 4.50359 0.90211
N 2.79114 5.86813 0.66755
H 0.67854 3.64169 0.06389
H 1.73942 2.51635 1.11642
H 3.53729 4.13040 1.35584
H 3.38686 6.26401 1.32186
H 2.05496 6.48090 0.32132
C -2.32225 -5.53871 -0.53557
N -3.16372 -4.69840 -1.40942
H -1.21656 -5.39337 -0.46077
H -2.59373 -6.56491 -0.56037
H -2.52579 -5.25005 0.56630
H -2.53513 -4.18953 -2.14055
H -3.89883 -5.29696 -1.93458
```

Calculated values
total charge	0
ΔE to the lowest compared entry with this formula, charge and spin	51.88	kcal/mol



Entry from OMol25: a molecular structure, C3H10N2 at a distorted geometry (ωB97M-V with the def2-TZVPD basis set).

XYZ file:
```
15
Properties=species:S:1:pos:R:3
C 2.06381 -0.27886 0.78128
C 2.50561 -0.15291 -0.55722
N -0.79264 -0.16229 -0.74782
C -2.18396 0.20051 -0.59630
N -2.42095 0.42192 0.87233
H 2.28349 -1.16695 1.34916
H 1.85114 0.59866 1.37278
H 1.27660 -0.46434 -0.22832
H 2.49213 0.74655 -1.16920
H 3.32333 -0.86738 -0.78416
H -0.70766 -1.15117 -0.54256
H -2.28923 1.18307 -1.05842
H -2.83171 -0.58936 -1.05426
H -3.08071 1.14743 1.11319
H -1.48926 0.53512 1.24952
```

Calculated values
total charge	0
ΔE to the lowest compared entry with this formula, charge and spin	158.19	kcal/mol



Entry from OMol25: a single C3H10N2 molecule at a distorted geometry (ωB97M-V with the def2-TZVPD basis set).

XYZ file:
```
15
Properties=species:S:1:pos:R:3
C 0.80727 -0.55738 1.43528
C 0.20166 0.52216 0.55889
N 1.22004 1.05166 -0.35933
C -1.03077 -0.07631 -0.23741
N -0.77281 -0.36902 -1.63533
H -0.00573 -1.07184 1.95169
H 1.57928 -0.18233 2.10377
H 1.23992 -1.42175 0.92109
H -0.22072 1.30817 1.18818
H 0.85708 1.89890 -0.77538
H 1.21875 0.44180 -1.16830
H -1.39095 -0.92957 0.34099
H -1.73231 0.75251 -0.24686
H -1.54263 -0.08103 -2.21074
H -0.42808 -1.28596 -1.86654
```

Calculated values
total charge	0
ΔE to the lowest compared entry with this formula, charge and spin	11.10	kcal/mol



Entry from OMol25: 2 unconnected molecules or ions with the total composition C3H10N2O (ωB97M-V with the def2-TZVPD basis set).

XYZ file:
```
16
Properties=species:S:1:pos:R:3
C 0.93380 -1.44281 -0.73605
N 0.28755 -0.68576 0.31762
C 0.66146 -0.89435 1.50783
N 0.07976 -0.30166 2.58708
H 1.23364 -0.76978 -1.53964
H 0.23097 -2.16370 -1.15895
H 1.81992 -1.98715 -0.38647
H 1.46671 -1.59629 1.74515
H -0.53095 0.48275 2.41907
H 0.61038 -0.26924 3.43970
C -1.30347 1.71206 -1.66146
O -0.71430 1.88357 -0.38940
H -0.62927 2.03517 -2.46058
H -1.57710 0.66961 -1.84728
H -2.21517 2.30695 -1.72025
H -0.35394 1.02061 -0.11637
```

Calculated values
total charge	0
ΔE to the lowest compared entry with this formula, charge and spin	26.26	kcal/mol



Entry from OMol25: a molecular structure, C3H10N2O at a distorted geometry (ωB97M-V with the def2-TZVPD basis set).

XYZ file:
```
16
Properties=species:S:1:pos:R:3
C 0.45566 -2.31779 -0.17948
O 1.04595 -1.10399 -0.59386
H 0.67066 -0.07946 0.13559
H -0.39270 -2.15105 0.50093
H 0.07734 -2.88227 -1.04215
H 1.18712 -2.94208 0.34442
C -0.21759 1.84575 1.50428
N -0.70697 0.29082 -1.69882
C 0.09318 1.16155 0.19560
N -0.97427 0.97243 -0.64200
H 0.18915 -0.39832 -1.54796
H -1.53673 -0.00150 -2.20346
H 0.98387 1.55237 -0.31124
H -0.37034 2.92104 1.37832
H 0.61069 1.70742 2.20133
H -1.11503 1.42508 1.95852
```

Calculated values
total charge	0
ΔE to the lowest compared entry with this formula, charge and spin	96.67	kcal/mol



Entry from OMol25: 2 unconnected molecules or ions with the total composition C3H10N2O at a distorted geometry (ωB97M-V with the def2-TZVPD basis set).

XYZ file:
```
16
Properties=species:S:1:pos:R:3
C 3.59344 -1.30398 0.45708
C 2.54474 -0.41568 0.44582
O 2.82581 0.83386 -0.15581
H 3.61315 -2.17274 1.22772
H 4.46198 -1.37920 -0.15618
H 1.43916 -0.71853 0.75988
H 3.32868 0.38553 -0.81274
N -1.73942 -0.38192 -0.16790
C -2.43094 0.84252 0.24987
N -3.31301 1.33906 -0.69919
H -0.70695 -0.34537 -0.18507
H -2.22929 -1.20918 0.11838
H -3.00746 0.44569 1.00966
H -1.88115 1.69969 0.63805
H -2.76700 1.77936 -1.45767
H -3.73173 0.60088 -1.27190
```

Calculated values
total charge	0
ΔE to the lowest compared entry with this formula, charge and spin	85.75	kcal/mol